Record 1
# C21H44ClN4O5

A 4-piece molecular cluster, C21H44ClN4O5 overall (the ωB97M-V functional and the def2-TZVPD basis, the OMol25 dataset).

```
75
Properties=species:S:1:pos:R:3
N 0.307 3.194 0.243
C -0.680 2.508 1.060
C -1.292 1.224 0.471
C -0.301 0.256 -0.156
N 0.352 -0.716 0.778
C 0.083 -0.692 2.234
C -0.826 -1.833 2.710
C -1.977 -2.158 1.769
Cl -2.759 -3.680 2.259
C 1.179 -1.595 0.295
N 1.773 -2.486 1.167
N 1.422 -1.606 -1.074
C 2.613 -0.796 -1.495
C 2.340 0.129 -2.677
C 1.574 -0.513 -3.838
C 0.067 -0.456 -3.662
O -0.546 -0.555 -4.960
C -1.890 -0.423 -4.940
O -2.604 -0.954 -4.146
H 0.191 3.054 -0.750
H 1.262 3.038 0.529
H -0.258 2.330 2.052
H -1.517 3.196 1.222
H -1.889 0.730 1.240
H -2.000 1.502 -0.313
H -0.793 -0.340 -0.923
H 0.499 0.817 -0.635
H -0.343 0.273 2.483
H 1.035 -0.749 2.755
H -0.235 -2.734 2.860
H -1.227 -1.555 3.686
H -2.748 -1.389 1.776
H -1.637 -2.311 0.745
H 2.595 -2.068 1.625
H 2.149 -3.269 0.640
H 1.527 -2.565 -1.385
H 3.403 -1.495 -1.777
H 2.977 -0.229 -0.636
H 1.821 1.034 -2.348
H 3.314 0.462 -3.043
H 1.892 -1.550 -3.985
H 1.820 0.020 -4.756
H -0.300 -1.269 -3.038
H -0.236 0.489 -3.199
H -2.259 0.249 -5.726
C -5.868 -0.513 -5.120
C -6.735 0.042 -4.018
O -7.039 1.210 -3.969
C -7.191 -0.941 -2.965
H -5.612 0.283 -5.817
H -4.959 -0.931 -4.686
H -6.394 -1.307 -5.653
H -6.325 -1.397 -2.481
H -7.773 -1.741 -3.426
H -7.800 -0.430 -2.223
C -1.066 4.413 5.119
C 0.211 4.774 4.399
O 1.257 4.219 4.647
C 0.119 5.849 3.345
H -0.868 3.632 5.850
H -1.473 5.289 5.626
H -1.816 4.066 4.404
H -0.241 6.783 3.778
H -0.574 5.541 2.560
H 1.102 6.013 2.910
C 5.899 -3.769 1.295
C 5.541 -2.683 2.272
O 4.428 -2.192 2.306
C 6.619 -2.230 3.214
H 5.045 -4.017 0.670
H 6.730 -3.445 0.667
H 6.222 -4.661 1.834
H 7.473 -1.855 2.647
H 6.966 -3.074 3.813
H 6.242 -1.449 3.868
```

Its HOMO energy is -10.944 eV. Its charge is +1. For the gap between HOMO and LUMO, the calculation gives 7.977 eV. For the molar mass, the calculation gives 468.1 g/mol. The value obtained for the largest force on an atom is 0.80 eV/A.

=====

Record 2
# C21H44ClN7O3PS

A 3-piece molecular cluster, C21H44ClN7O3PS overall in a non-equilibrium geometry (the ωB97M-V functional and the def2-TZVPD basis, the OMol25 dataset).

```
78
Properties=species:S:1:pos:R:3
C -5.351 -3.844 -4.612
C -5.995 -4.253 -3.253
O -6.997 -3.334 -2.764
C -6.495 -2.077 -2.524
O -6.535 -1.262 -3.389
C -5.918 -1.664 -1.126
C -5.550 -0.154 -1.225
C -5.040 0.470 0.123
N -4.148 1.611 -0.259
C -2.982 1.808 0.307
N -2.409 1.060 1.337
C -1.229 1.682 1.514
P 0.128 1.193 2.725
O 0.534 2.562 3.592
Cl 1.703 0.664 1.421
N -1.018 2.757 0.690
N -2.145 2.811 -0.054
N -2.416 3.734 -1.097
C -2.038 3.142 -2.147
S -1.522 2.351 -3.385
H -6.095 -3.711 -5.428
H -4.552 -4.564 -4.893
H -4.846 -2.850 -4.511
H -6.517 -5.221 -3.422
H -5.186 -4.362 -2.489
H -6.657 -1.850 -0.317
H -5.005 -2.254 -0.888
H -6.369 0.486 -1.610
H -4.694 -0.082 -1.939
H -5.844 0.880 0.764
H -4.422 -0.296 0.644
H -4.522 2.213 -0.989
H 0.003 3.294 3.220
H -0.219 3.380 0.597
C 0.575 -6.540 0.645
C -0.279 -5.286 0.512
N -0.057 -4.312 1.568
C -1.054 -3.254 1.592
C -1.122 -2.306 0.387
C 1.319 -3.876 1.758
C 2.036 -3.236 0.566
H 0.430 -7.013 1.618
H 0.293 -7.261 -0.125
H 1.637 -6.328 0.515
H -1.326 -5.604 0.547
H -0.117 -4.853 -0.487
H -0.923 -2.658 2.501
H -2.037 -3.724 1.706
H -0.302 -1.586 0.393
H -2.051 -1.728 0.428
H -1.113 -2.841 -0.564
H 1.908 -4.738 2.083
H 1.364 -3.189 2.608
H 1.863 -3.774 -0.367
H 3.114 -3.234 0.745
H 1.737 -2.197 0.430
C 7.678 5.732 0.313
C 6.312 5.524 0.953
N 5.385 4.772 0.121
C 4.017 4.811 0.610
C 3.723 4.159 1.966
C 5.847 3.470 -0.337
C 6.246 2.438 0.723
H 7.587 6.213 -0.663
H 8.288 6.376 0.949
H 8.220 4.793 0.190
H 5.888 6.516 1.137
H 6.451 5.057 1.938
H 3.355 4.370 -0.144
H 3.713 5.862 0.668
H 3.709 3.071 1.894
H 2.732 4.467 2.314
H 4.440 4.451 2.733
H 6.706 3.627 -0.995
H 5.088 3.029 -0.991
H 6.850 2.871 1.522
H 6.840 1.648 0.259
H 5.374 1.958 1.167
```

Its HOMO energy is -9.958 eV. Its charge is +1. For the gap between HOMO and LUMO, the calculation gives 5.321 eV. For the molar mass, the calculation gives 541.1 g/mol. The value obtained for the largest force on an atom is 2.74 eV/A.

=====

Record 3
# C21H44EuN3OP2S

C21H44EuN3OP2S as an isolated structure in a non-equilibrium geometry (the ωB97M-V functional and the def2-TZVPD basis, the OMol25 dataset).

```
73
Properties=species:S:1:pos:R:3
Eu 0.554 -0.209 1.735
P -2.112 0.358 -1.593
P 2.376 -2.073 0.197
N -0.758 -2.014 0.018
C -2.952 -1.096 -0.896
H -3.866 -0.736 -0.399
H -3.288 -1.693 -1.760
C -2.228 -2.032 0.087
H -2.528 -1.789 1.126
H -2.594 -3.061 -0.100
C -0.192 -3.334 0.406
H -0.135 -3.983 -0.488
H -0.876 -3.830 1.123
C 1.188 -3.211 1.069
H 1.658 -4.205 1.108
H 1.059 -2.883 2.122
C 3.682 -1.835 1.512
C 3.237 -0.785 2.552
H 2.371 -1.112 3.167
H 3.050 0.207 2.083
H 4.052 -0.620 3.267
C 3.070 -3.230 -1.059
C 3.806 -2.448 -2.160
H 4.026 -3.120 -3.000
H 4.755 -2.031 -1.801
H 3.189 -1.625 -2.542
C -2.631 0.606 -3.316
C -2.150 1.941 -3.903
H -2.307 1.912 -4.990
H -1.081 2.114 -3.732
H -2.723 2.793 -3.513
C -2.450 1.796 -0.525
C -1.526 2.981 -0.806
H -1.650 3.715 0.002
H -1.788 3.477 -1.751
H -0.471 2.681 -0.845
C -0.351 -0.081 -1.679
C 3.910 -4.372 -0.469
H 3.741 -4.545 0.601
H 3.650 -5.305 -0.989
H 4.984 -4.207 -0.629
C -4.133 0.394 -3.549
H -4.348 0.583 -4.609
H -4.440 -0.636 -3.331
H -4.748 1.079 -2.953
C -3.922 2.219 -0.561
H -4.085 2.985 0.209
H -4.197 2.665 -1.528
H -4.608 1.389 -0.345
C 5.033 -1.446 0.899
H 4.931 -0.615 0.185
H 5.705 -1.111 1.700
H 5.527 -2.283 0.391
H 3.771 -2.816 2.005
H -2.227 1.434 0.504
H 2.167 -3.675 -1.517
H -2.097 -0.199 -3.851
O 0.514 0.450 -0.902
H -0.428 -1.712 -1.046
H -0.175 -0.875 -2.478
C -1.688 3.896 4.567
N -0.684 3.831 3.516
C 0.082 4.884 3.054
C 0.873 4.408 2.067
N 0.577 3.057 1.943
C -0.432 2.705 2.812
S -1.379 1.297 2.962
H -2.669 3.598 4.179
H -1.426 3.221 5.390
H -1.728 4.924 4.932
H -0.028 5.873 3.469
H 1.616 4.891 1.459
H 0.943 2.466 1.196
```

The energy above the lowest of the compared OMol25 structures with the same formula, charge and spin is 0.0 kcal/mol. Its HOMO energy (spin up / spin down) is -11.708 / -12.506 eV. Its charge is +2. For the gap between HOMO and LUMO (spin up / spin down), the calculation gives 6.284 / 7.141 eV. For the molar mass, the calculation gives 600.6 g/mol. The value obtained for the largest force on an atom is 3.80 eV/A. The spin multiplicity is 7. Its expectation value of S² is 12.018.

=====

Record 4
# C21H44N4OReSSi4

C21H44N4OReSSi4 as an isolated structure in a non-equilibrium geometry (the ωB97M-V functional and the def2-TZVPD basis, the OMol25 dataset).

```
76
Properties=species:S:1:pos:R:3
Re 0.380 -0.014 -0.916
O -0.029 1.466 -2.349
N -0.808 1.167 -3.374
C -0.720 1.904 -4.496
C -1.456 1.581 -5.607
C -2.347 0.509 -5.552
C -2.470 -0.201 -4.379
C -1.668 0.126 -3.289
S -1.677 -0.785 -1.816
H -0.023 2.727 -4.462
H -1.332 2.152 -6.512
H -2.923 0.231 -6.419
H -3.151 -1.032 -4.288
C 2.359 -4.521 -3.008
C 0.914 -4.157 -2.714
N 0.893 -2.984 -1.867
C 1.885 -2.604 -1.032
N 1.709 -1.465 -0.351
C 2.764 -1.086 0.595
C 4.142 -1.514 0.108
C 4.095 -3.019 -0.080
N 2.993 -3.357 -0.960
C 3.093 -4.616 -1.680
H 2.826 -3.750 -3.626
H 2.418 -5.466 -3.545
H 0.399 -4.993 -2.224
H 0.377 -3.922 -3.636
H -0.005 -2.534 -1.730
H 2.564 -1.561 1.562
H 2.725 -0.001 0.735
H 4.899 -1.241 0.839
H 4.382 -1.030 -0.842
H 3.965 -3.522 0.886
H 5.017 -3.385 -0.532
H 2.680 -5.428 -1.069
H 4.150 -4.828 -1.852
C -2.620 -1.830 2.162
Si -1.290 -0.688 2.908
C -1.819 0.204 4.504
C 0.295 -1.687 3.268
Si -0.508 0.850 1.089
Si -2.862 2.274 0.797
C -2.363 3.426 -0.635
C -3.438 3.226 2.341
C -4.153 0.990 0.243
Si 1.093 2.772 1.892
C 2.801 2.073 2.395
C 0.324 3.625 3.406
C 1.212 3.825 0.311
H -2.646 -2.778 2.690
H -2.409 -2.039 1.117
H -3.614 -1.403 2.225
H -1.991 -0.527 5.291
H -2.737 0.769 4.391
H -1.052 0.880 4.867
H 0.125 -2.409 4.062
H 1.113 -1.050 3.587
H 0.607 -2.233 2.385
H -1.908 4.343 -0.278
H -3.238 3.709 -1.215
H -1.659 2.949 -1.308
H -2.719 3.967 2.673
H -3.652 2.569 3.177
H -4.358 3.758 2.108
H -3.735 0.251 -0.433
H -4.969 1.484 -0.278
H -4.588 0.461 1.083
H 2.729 1.158 2.972
H 3.329 2.792 3.021
H 3.431 1.882 1.532
H 0.169 2.933 4.228
H -0.623 4.100 3.187
H 0.994 4.401 3.767
H 1.151 3.201 -0.578
H 2.149 4.372 0.270
H 0.412 4.554 0.257
```

Its HOMO energy (spin up / spin down) is -12.922 / -12.924 eV. Its charge is +2. For the gap between HOMO and LUMO (spin up / spin down), the calculation gives 5.660 / 6.131 eV. For the molar mass, the calculation gives 699.2 g/mol. The value obtained for the largest force on an atom is 2.29 eV/A. The spin multiplicity is 2. Its expectation value of S² is 0.832.

=====

Record 5
# C21H44NO8S

A 5-piece molecular cluster, C21H44NO8S overall in a non-equilibrium geometry (the ωB97M-V functional and the def2-TZVPD basis, the OMol25 dataset).

```
75
Properties=species:S:1:pos:R:3
C 1.813 -4.891 -0.671
C 1.360 -4.181 -1.696
N 0.153 -3.338 -1.604
C -0.895 -3.880 -0.670
C -2.219 -3.124 -0.744
C -3.315 -3.812 -1.575
S -3.473 -5.578 -1.231
H 1.142 -5.422 -0.002
H 2.874 -4.984 -0.479
H 1.808 -4.212 -2.681
H -0.252 -3.208 -2.532
H 0.452 -2.402 -1.290
H -0.984 -4.950 -0.845
H -0.483 -3.764 0.330
H -2.027 -2.145 -1.196
H -2.562 -2.903 0.264
H -4.272 -3.366 -1.306
H -3.211 -3.641 -2.646
H -2.601 -6.079 -2.113
O -0.823 -7.377 1.220
C -1.695 -7.729 1.978
O -1.858 -9.035 2.211
C -2.756 -9.541 3.211
C -4.174 -9.661 2.695
C -2.638 -6.719 2.587
H -2.696 -8.939 4.118
H -2.363 -10.524 3.459
H -4.588 -8.691 2.421
H -4.815 -10.106 3.456
H -4.196 -10.292 1.806
H -3.416 -6.504 1.855
H -2.062 -5.813 2.762
H -3.100 -6.995 3.531
O -0.035 -0.558 -1.350
C 0.738 0.208 -1.900
O 0.865 0.093 -3.223
C 1.612 1.037 -4.019
C 3.089 0.715 -4.046
C 1.571 1.183 -1.128
H 1.414 2.053 -3.681
H 1.187 0.946 -5.017
H 3.534 0.781 -3.053
H 3.611 1.409 -4.704
H 3.250 -0.299 -4.414
H 2.454 0.663 -0.755
H 1.001 1.542 -0.274
H 1.886 2.055 -1.692
O 1.488 3.433 1.307
C 2.445 4.095 1.003
O 3.312 3.550 0.111
C 4.396 4.282 -0.476
C 5.626 4.292 0.406
C 2.745 5.434 1.615
H 4.075 5.290 -0.744
H 4.612 3.759 -1.408
H 5.434 4.795 1.353
H 6.447 4.803 -0.095
H 5.935 3.271 0.631
H 3.256 5.269 2.564
H 1.813 5.961 1.812
H 3.356 6.079 0.989
O 0.930 7.813 1.909
C -0.144 8.239 1.568
O -1.238 7.787 2.201
C -2.546 8.340 1.997
C -3.241 7.735 0.797
C -0.285 9.199 0.412
H -2.496 9.428 1.942
H -3.090 8.096 2.907
H -2.706 7.949 -0.129
H -4.253 8.130 0.708
H -3.295 6.652 0.903
H -0.292 8.625 -0.514
H 0.584 9.852 0.411
H -1.174 9.821 0.450
```

The energy above the lowest of the compared OMol25 structures with the same formula, charge and spin is 0.0 kcal/mol. Its HOMO energy is -11.737 eV. Its charge is +1. For the gap between HOMO and LUMO, the calculation gives 9.136 eV. For the molar mass, the calculation gives 470.6 g/mol. The value obtained for the largest force on an atom is 1.62 eV/A.

=====

Record 6
# C21H45BiOP3S

C21H45BiOP3S as an isolated structure in a non-equilibrium geometry (the ωB97M-V functional and the def2-TZVPD basis, the OMol25 dataset).

```
72
Properties=species:S:1:pos:R:3
Bi 1.626 0.174 -1.032
P 1.198 -1.216 1.310
P 1.217 -2.294 -2.414
P -2.590 1.984 2.000
H -1.121 -0.082 -0.661
C -0.535 0.464 -1.398
C 0.070 1.741 -1.050
H 0.184 2.464 -1.868
C -0.467 -1.892 1.648
C 2.312 -2.652 1.509
C 1.561 -0.202 2.783
C 0.931 -2.079 -4.208
C 2.649 -3.434 -2.378
C -0.202 -3.343 -1.916
C -3.693 3.463 2.046
C -1.079 2.790 2.688
C -3.213 1.093 3.493
H -0.825 0.274 -2.433
H -0.162 2.178 -0.073
H -0.393 -2.638 2.454
H -0.891 -2.375 0.757
H -1.143 -1.085 1.971
H 2.194 -3.051 2.527
H 3.356 -2.337 1.366
H 2.075 -3.439 0.779
H 2.162 -0.793 3.490
H 0.626 0.102 3.273
H 2.127 0.695 2.493
H 1.572 -2.777 -4.763
H 1.188 -1.052 -4.500
H -0.123 -2.270 -4.455
H 2.468 -4.272 -1.692
H 3.546 -2.890 -2.053
H 2.817 -3.819 -3.393
H -0.283 -4.182 -2.623
H -1.137 -2.765 -1.946
H -0.056 -3.740 -0.901
H -4.179 3.552 3.029
H -4.455 3.340 1.266
H -3.107 4.366 1.832
H -0.938 3.750 2.177
H -0.203 2.160 2.493
H -1.179 2.957 3.770
H -3.814 1.764 4.121
H -2.384 0.671 4.077
H -3.848 0.268 3.136
C -3.688 -0.282 -1.898
C -4.056 -1.043 -0.778
C -4.394 -2.390 -0.938
C -4.373 -2.973 -2.209
C -3.994 -2.214 -3.326
C -3.664 -0.870 -3.175
S -3.221 1.407 -1.769
H -3.296 1.537 -0.457
H -4.075 -0.568 0.203
H -4.685 -2.984 -0.069
H -4.662 -4.016 -2.335
H -3.972 -2.662 -4.322
H -3.381 -0.242 -4.021
C 5.433 2.763 1.058
C 4.724 3.897 0.298
C 3.254 3.467 0.229
O 3.156 2.068 0.591
C 4.462 1.584 1.005
H 6.392 2.504 0.611
H 5.599 3.053 2.098
H 5.130 3.983 -0.716
H 4.832 4.862 0.798
H 2.637 4.052 0.929
H 2.830 3.590 -0.781
H 4.797 0.829 0.271
H 4.353 1.078 1.976
```

The energy above the lowest of the compared OMol25 structures with the same formula, charge and spin is 3.1 kcal/mol. Its HOMO energy (spin up / spin down) is -16.308 / -16.409 eV. Its charge is +3. For the gap between HOMO and LUMO (spin up / spin down), the calculation gives 4.300 / 6.034 eV. For the molar mass, the calculation gives 647.6 g/mol. The value obtained for the largest force on an atom is 3.65 eV/A.

=====

> What is the charge in the fifth record?

+1